[1]
{"formula": "C9H19N2O", "method": "ωB97M-V/def2-TZVPD", "total_charge": 1, "energy_ev": -14662.83594, "lumo_energy_ev": -2.567, "spin_multiplicity": 1, "relative_energy_ev": 0.000, "e_homo_ha": -0.5053, "species": ["H", "H", "H", "C", "C", "C", "H", "H", "O", "H", "C", "C", "H", "C", "H", "C", "H", "H", "C", "H", "N", "H", "H", "H", "H", "H", "H", "H", "H", "N", "C"], "coordinates": [[-0.96751, -0.71687, 2.31406], [-1.05898, 2.18281, 1.90400], [0.41948, 0.35166, 2.25071], [0.61677, -1.70041, 0.13815], [-0.18037, -0.46015, 0.32661], [-2.65207, -0.90563, -0.12628], [-0.00735, -2.55295, 0.40872], [-3.54414, -0.36181, -0.43029], [-0.24368, 1.98225, -0.47203], [-2.43181, 1.08165, 1.87004], [-1.43515, 1.25646, 1.47264], [-1.40057, -0.11421, -0.51901], [2.26936, 2.35562, -0.71844], [-1.19201, -0.25606, -2.02535], [-2.29600, 1.95753, -0.46402], [-0.48722, 0.06209, 1.72071], [-1.04295, -1.30006, -2.28516], [1.49042, -1.70623, 0.78354], [-1.48673, 1.35761, -0.05657], [3.95593, -1.12861, -0.35002], [1.98559, 1.41565, -0.45314], [-0.33507, 0.30950, -2.38128], [-2.07679, 0.09420, -2.54766], [4.85119, 0.23998, -0.31157], [0.92579, -1.82418, -0.89563], [-2.64918, -1.86373, -0.64253], [2.77502, 0.69492, -0.25696], [-2.71281, -1.09805, 0.94083], [4.15329, -0.31575, 1.05977], [4.01752, -0.20288, 0.06058], [0.74002, 1.16563, -0.31443]], "forces_ev_per_angstrom": [[0.0, -0.1, 0.0], [-0.1, 0.0, 0.0], [0.0, -0.1, 0.0], [-0.1, 0.0, -0.1], [1.7, 3.1, -1.1], [0.2, 0.1, 0.1], [0.0, -0.1, 0.0], [-0.1, 0.0, 0.0], [0.8, 0.9, -0.5], [0.0, 0.0, 0.0], [0.0, 0.2, -0.1], [0.1, 0.2, -0.4], [-0.1, 0.0, 0.0], [0.0, 0.0, 0.3], [0.1, 0.0, -0.1], [0.0, -0.1, 0.1], [0.0, -0.1, -0.1], [0.1, 0.0, 0.1], [-0.6, -0.6, 0.5], [0.1, 0.0, 0.0], [0.0, 0.8, -0.3], [0.1, 0.0, -0.1], [-0.1, 0.0, -0.1], [0.1, -0.1, 0.0], [0.0, -0.1, -0.1], [0.0, 0.0, 0.0], [-0.3, 0.1, -0.1], [-0.1, 0.0, 0.1], [0.1, 0.0, 0.0], [0.2, -0.2, 0.1], [-2.0, -3.8, 1.5]]}

---

[2]
{"formula": "C9H19N2S", "method": "ωB97M-V/def2-TZVPD", "total_charge": 1, "energy_ev": -23448.02838, "lumo_energy_ev": -3.915, "spin_multiplicity": 1, "relative_energy_ev": 1.682, "e_homo_ha": -0.4521, "species": ["C", "H", "H", "H", "N", "H", "C", "H", "H", "H", "H", "C", "H", "H", "C", "H", "H", "C", "H", "C", "H", "C", "H", "N", "S", "H", "C", "H", "H", "C", "H"], "coordinates": [[2.85322, -0.53618, 1.60479], [-2.89328, -1.11833, -2.39894], [2.43773, 1.24795, 2.80613], [0.08224, 4.19344, -1.75808], [0.38258, 1.47575, 0.21564], [-0.33949, 1.76868, 0.87506], [-0.89556, -2.12095, 0.13442], [-2.11192, -2.70189, -2.27643], [-3.83606, -2.59385, -2.59718], [3.19291, -0.98052, 2.54021], [-0.47024, 1.67612, -1.76728], [-2.21294, -1.50631, 0.29197], [2.48745, 1.62492, -0.00087], [1.68665, 3.63360, -1.02947], [-3.01799, -2.14257, -2.03874], [-2.10973, -0.45697, -0.00487], [-3.44060, -3.20080, -0.21415], [0.65587, 3.40737, -1.28356], [1.78259, 2.69434, 1.18467], [2.02198, 0.70752, 1.95887], [-2.48319, -1.53297, 1.34881], [0.13172, 2.21250, -1.04308], [2.25484, -1.30842, 1.12053], [0.14332, -2.58008, -0.02843], [4.36180, -0.21794, 0.65699], [1.04568, 0.34239, 2.30934], [-3.31367, -2.16922, -0.54444], [-4.25213, -1.65118, -0.34576], [0.25214, 0.47049, 0.05171], [1.75962, 1.67363, 0.80624], [3.84449, -0.31056, -0.57412]], "forces_ev_per_angstrom": [[0.0, 0.0, 0.2], [0.0, 0.0, 0.0], [0.3, 0.0, -0.1], [0.4, -0.5, -1.3], [1.3, -0.8, -1.1], [0.1, 0.0, 0.1], [-0.2, 0.0, -0.1], [0.0, 0.0, 0.0], [0.0, 0.0, 0.0], [0.0, 0.0, 0.0], [-1.1, 0.3, 0.6], [-0.2, 0.0, 0.1], [-0.1, -0.3, 0.0], [-0.4, 0.6, 1.2], [0.0, 0.0, 0.0], [-0.1, 0.0, 0.0], [0.0, 0.0, 0.1], [0.5, 0.0, 0.2], [-0.1, 0.0, -0.1], [-0.5, -0.4, -0.3], [0.1, 0.1, 0.0], [-0.5, 0.2, -0.2], [0.0, 0.1, -0.1], [0.3, 0.1, 0.0], [0.1, 0.1, 0.0], [0.1, 0.1, 0.2], [0.1, -0.1, -0.3], [0.0, 0.0, 0.1], [0.0, 0.0, 0.1], [0.1, 0.6, 0.8], [-0.1, -0.1, 0.0]]}

---

[3]
{"formula": "C9H19N3O", "method": "ωB97M-V/def2-TZVPD", "total_charge": 0, "energy_ev": -16157.26126, "lumo_energy_ev": 0.827, "spin_multiplicity": 1, "relative_energy_ev": 0.000, "smiles": "CC(C)NC(=O)CN1CCNCC1", "e_homo_ha": -0.2800, "species": ["H", "C", "H", "H", "H", "H", "H", "O", "N", "H", "C", "H", "C", "N", "H", "H", "C", "C", "C", "H", "H", "C", "H", "C", "N", "H", "H", "H", "H", "C", "H", "H"], "coordinates": [[0.37690, -2.55945, -0.48956], [-0.67880, -0.75664, -0.51570], [3.61043, -1.26687, 0.42559], [-3.99977, -0.35058, 1.41327], [-4.47925, -1.10024, -0.11783], [-2.03807, -1.37160, 0.90696], [2.46069, 0.20681, 2.13860], [-0.54690, -0.07140, -1.51756], [2.75948, 1.42066, -0.13221], [2.72514, -1.84836, -0.86951], [2.73628, -1.01971, -0.15111], [3.61830, 0.40656, -1.73466], [1.51328, 0.11497, 1.54932], [1.61800, -1.05073, 0.71117], [-4.90069, 0.66976, 0.29497], [1.80951, 0.36246, -1.59524], [2.70668, 0.35266, -1.01753], [-2.86848, 0.25867, -0.29262], [-2.43333, 1.64497, 0.15025], [-0.25654, -2.03312, 1.02007], [-3.33036, 2.25567, 0.27524], [1.51352, 1.38456, 0.59078], [1.39877, 2.32697, 1.14675], [0.39202, -1.62982, 0.16641], [-1.91108, -0.87991, 0.01045], [-1.79896, 1.46883, 0.98543], [0.62455, 1.23192, -0.05548], [-3.12716, 0.24736, -1.42570], [-1.77929, 2.20870, -0.59498], [-4.12791, -0.17691, 0.31873], [3.10161, 2.26601, -0.60474], [0.57492, -0.01630, 2.10433]], "forces_ev_per_angstrom": [[1.4, 1.2, 0.6], [0.5, -0.1, -0.9], [0.9, 0.9, 0.3], [0.0, 0.0, -0.5], [-0.4, -0.1, -0.2], [0.1, 0.7, -0.8], [-1.0, -0.3, 0.1], [0.8, 0.1, 0.1], [0.5, 1.3, 0.8], [-0.5, 0.0, 0.1], [0.2, 0.7, -2.7], [-1.4, -0.3, 1.1], [0.5, 1.2, -1.3], [-1.3, -2.2, -0.5], [0.8, -1.4, -0.3], [-0.8, -0.4, -0.7], [3.6, -3.1, -1.0], [0.0, -1.4, -2.8], [0.9, 0.4, -2.0], [1.3, 0.3, -0.4], [0.3, 0.0, 0.6], [-1.0, 0.7, 1.5], [-0.1, -0.3, 0.1], [-2.2, -0.9, 1.3], [-1.1, 1.4, 0.6], [0.1, 0.5, 1.3], [0.5, 0.5, 0.0], [1.1, 0.0, 1.7], [-0.8, -1.0, 0.7], [-2.2, 1.2, 2.2], [-1.0, -0.2, 0.8], [0.4, 0.5, 0.3]]}

---

[4]
{"formula": "C9H19N4", "method": "ωB97M-V/def2-TZVPD", "total_charge": 1, "energy_ev": -15592.45831, "lumo_energy_ev": [-3.894, -3.895], "spin_multiplicity": 1, "relative_energy_ev": 2.758, "e_homo_ha": [-0.4421, -0.4421], "species": ["H", "N", "C", "N", "H", "H", "N", "H", "H", "H", "H", "H", "H", "H", "H", "C", "C", "C", "C", "H", "C", "C", "H", "N", "H", "H", "C", "H", "H", "H", "C", "H"], "coordinates": [[-0.35408, -1.20071, 4.01026], [0.36091, -0.15574, -0.66524], [2.65109, 0.29364, -2.13757], [-1.52743, -0.48388, -3.46094], [2.68219, 0.17839, -1.12610], [2.27095, 1.60801, -4.47235], [-0.81702, -0.19451, -2.63207], [-1.45598, 0.24480, 4.34464], [-0.82921, -3.13551, 0.11099], [1.38212, 0.02285, -4.60781], [1.01386, 0.26731, -0.05666], [-2.62920, -0.98560, 0.93547], [2.64299, -0.66372, -2.54403], [0.95166, -0.90955, 1.69713], [1.31154, 1.98324, -2.24765], [-2.53955, -0.69469, 2.00507], [0.26920, 0.15512, -2.03138], [-0.19292, -1.20158, 0.02085], [-0.69417, -0.17677, 3.74363], [0.47952, 1.69460, -4.39036], [-1.06056, -0.18438, 2.26544], [1.37685, 1.06136, -4.12897], [-0.97039, 0.92631, 1.88340], [-0.89866, -2.32025, -0.50284], [3.50302, 0.76921, -2.46589], [-0.84838, -2.44496, -1.52353], [1.35124, 0.96856, -2.60799], [-0.53049, -2.08476, 1.87837], [0.21805, 0.38565, 4.00692], [-2.86050, -1.52817, 2.70739], [-0.11551, -1.05595, 1.50379], [-3.15739, 0.21780, 2.12645]], "forces_ev_per_angstrom": [[-1.0, 0.3, 0.3], [-2.5, -3.6, 1.0], [-1.9, 0.6, -1.4], [-1.1, -0.1, -0.1], [0.4, -0.1, 2.9], [-0.4, -0.3, 0.3], [0.8, 0.1, -0.9], [-1.0, -0.1, 0.7], [-0.3, 0.4, -0.5], [-0.2, 1.5, 0.5], [0.5, 1.4, 0.2], [-0.2, -0.1, 0.8], [0.2, -1.9, -0.8], [-0.1, -0.1, 0.6], [-0.1, 0.5, 0.4], [0.6, 0.9, 0.2], [-0.2, -0.2, 1.1], [-1.2, -0.1, -1.6], [2.1, -0.9, -0.4], [0.9, -1.0, -0.4], [-1.2, 2.9, -0.8], [-1.1, -0.2, -0.5], [-0.3, -2.0, 0.5], [2.3, 3.1, 0.1], [1.8, 1.3, -0.7], [-0.1, -0.3, 0.9], [1.9, -0.2, -0.7], [1.7, 1.3, -0.4], [-0.3, 0.2, -0.6], [0.5, 1.0, -0.9], [-0.2, -3.7, 0.2], [-0.1, -0.9, 0.2]]}